{
  "formula": "C55H66AsN4O4SSb2Sc",
  "method": "the ωB97M-V functional and the def2-TZVPD basis",
  "elements": ["Sc", "C", "C", "C", "C", "C", "C", "N", "Sb", "C", "C", "C", "C", "C", "C", "N", "C", "C", "C", "C", "C", "C", "N", "H", "H", "H", "H", "H", "H", "H", "H", "H", "H", "H", "H", "H", "H", "H", "H", "H", "H", "C", "C", "C", "C", "C", "C", "C", "S", "O", "O", "N", "C", "C", "C", "O", "O", "H", "H", "H", "H", "H", "H", "H", "H", "H", "H", "H", "H", "C", "C", "C", "Sb", "C", "C", "C", "C", "C", "C", "H", "H", "H", "H", "H", "H", "H", "H", "H", "H", "H", "H", "H", "H", "H", "H", "H", "H", "H", "H", "H", "C", "C", "C", "C", "C", "C", "As", "C", "C", "C", "C", "C", "C", "C", "C", "C", "C", "C", "C", "H", "H", "H", "H", "H", "H", "H", "H", "H", "H", "H", "H", "H", "H", "H"],
  "positions_angstrom": [[0.572, -2.276, -0.893], [2.359, -3.495, -4.224], [3.104, -2.959, -3.047], [4.430, -2.543, -3.138], [5.143, -2.280, -1.986], [4.559, -2.536, -0.749], [3.232, -2.922, -0.721], [2.505, -3.029, -1.846], [2.571, -4.025, 1.051], [1.207, -5.210, -0.158], [1.230, -6.588, -0.122], [0.304, -7.296, -0.887], [-0.604, -6.604, -1.660], [-0.576, -5.211, -1.664], [-1.513, -4.416, -2.524], [0.311, -4.544, -0.922], [0.859, -3.019, 1.912], [0.825, -2.931, 3.288], [-0.385, -2.616, 3.904], [-1.512, -2.447, 3.130], [-1.415, -2.525, 1.740], [-2.613, -2.398, 0.853], [-0.232, -2.771, 1.160], [2.636, -3.002, -5.153], [1.283, -3.423, -4.081], [2.611, -4.556, -4.314], [4.891, -2.457, -4.113], [6.170, -1.941, -2.042], [5.134, -2.451, 0.163], [1.951, -7.111, 0.491], [0.298, -8.378, -0.873], [-1.335, -7.126, -2.262], [-2.526, -4.816, -2.479], [-1.196, -4.446, -3.569], [-1.568, -3.364, -2.226], [1.711, -3.127, 3.878], [-0.442, -2.539, 4.982], [-2.478, -2.254, 3.574], [-3.519, -2.249, 1.435], [-2.503, -1.552, 0.176], [-2.727, -3.314, 0.266], [6.391, 3.854, 6.722], [5.631, 3.662, 5.441], [4.970, 4.732, 4.839], [4.252, 4.562, 3.669], [4.192, 3.301, 3.091], [4.849, 2.221, 3.662], [5.564, 2.410, 4.833], [3.271, 3.080, 1.613], [3.277, 4.321, 0.893], [3.705, 1.852, 0.998], [1.711, 2.841, 2.093], [1.065, 1.559, 1.869], [0.479, 1.430, 0.449], [0.432, 0.027, -0.033], [-0.589, -0.510, -0.564], [1.487, -0.702, 0.046], [6.786, 4.866, 6.799], [7.221, 3.153, 6.800], [5.737, 3.689, 7.580], [5.031, 5.715, 5.288], [3.762, 5.401, 3.193], [4.817, 1.255, 3.178], [6.092, 1.575, 5.277], [1.154, 3.671, 1.941], [0.280, 1.432, 2.614], [1.809, 0.780, 2.024], [1.167, 1.942, -0.231], [-0.505, 1.883, 0.356], [-5.934, 0.458, 1.892], [-5.135, 0.883, 3.125], [-5.830, 2.029, 3.853], [-3.052, 1.124, 2.552], [-2.238, 2.057, 4.342], [-2.551, 3.537, 4.536], [-2.627, 1.217, 5.557], [-3.115, 2.768, 1.124], [-3.254, 2.180, -0.283], [-4.163, 3.853, 1.346], [-6.949, 0.167, 2.174], [-5.479, -0.389, 1.371], [-6.022, 1.279, 1.177], [-5.082, 0.026, 3.806], [-5.923, 2.913, 3.222], [-5.317, 2.323, 4.766], [-6.842, 1.724, 4.134], [-1.155, 1.956, 4.219], [-3.620, 3.714, 4.657], [-2.207, 4.140, 3.694], [-2.055, 3.915, 5.434], [-2.357, 0.164, 5.430], [-3.698, 1.258, 5.758], [-2.116, 1.579, 6.453], [-2.120, 3.222, 1.225], [-4.248, 1.745, -0.419], [-2.531, 1.390, -0.499], [-3.143, 2.960, -1.043], [-5.170, 3.458, 1.205], [-4.031, 4.656, 0.613], [-4.112, 4.298, 2.338], [2.144, 3.389, -2.253], [2.856, 2.198, -2.162], [2.241, 0.999, -2.487], [0.912, 0.983, -2.909], [0.199, 2.174, -2.991], [0.819, 3.374, -2.665], [0.108, -0.716, -3.385], [0.722, -0.944, -5.211], [1.877, -0.322, -5.672], [2.339, -0.583, -6.957], [1.651, -1.460, -7.783], [0.486, -2.068, -7.329], [0.024, -1.811, -6.048], [-1.756, -0.309, -3.698], [-2.129, 0.452, -4.803], [-3.467, 0.741, -5.028], [-4.440, 0.262, -4.161], [-4.075, -0.506, -3.066], [-2.736, -0.788, -2.835], [2.622, 4.318, -1.976], [3.877, 2.205, -1.807], [2.800, 0.074, -2.387], [-0.839, 2.174, -3.301], [0.260, 4.299, -2.729], [2.414, 0.379, -5.047], [3.231, -0.087, -7.316], [2.010, -1.657, -8.783], [-0.066, -2.736, -7.978], [-0.894, -2.281, -5.709], [-1.379, 0.821, -5.492], [-3.749, 1.337, -5.886], [-5.483, 0.486, -4.343], [-4.831, -0.882, -2.388], [-2.464, -1.369, -1.965]],
  "forces_ev_per_a": [[-0.18, -0.16, -0.39], [-0.01, 0.04, -0.01], [0.00, 0.03, 0.02], [-0.04, -0.01, -0.05], [0.05, 0.01, 0.04], [-0.04, 0.03, 0.06], [0.10, 0.04, 0.06], [-0.03, -0.01, -0.02], [0.05, -0.15, 0.06], [-0.05, 0.08, -0.03], [0.02, -0.01, 0.02], [-0.01, 0.00, -0.01], [0.01, 0.00, 0.01], [0.01, -0.03, -0.02], [0.00, 0.02, 0.00], [0.08, -0.04, 0.02], [-0.19, 0.09, -0.04], [-0.01, 0.00, 0.04], [0.04, -0.03, 0.01], [-0.02, 0.01, -0.11], [0.00, 0.01, 0.00], [0.03, -0.07, 0.01], [0.08, 0.04, 0.08], [-0.02, 0.02, -0.01], [-0.01, 0.01, 0.00], [0.00, 0.01, -0.01], [0.01, 0.00, 0.00], [0.00, 0.00, 0.00], [0.00, 0.00, 0.00], [0.00, 0.00, 0.00], [0.00, 0.00, 0.00], [0.00, 0.00, 0.00], [0.00, -0.01, 0.00], [0.01, 0.00, 0.00], [0.00, -0.05, 0.01], [0.00, 0.00, 0.00], [0.00, 0.00, 0.00], [0.01, 0.02, 0.03], [0.01, 0.00, 0.02], [0.00, 0.06, 0.05], [0.00, 0.01, -0.01], [0.00, 0.00, 0.00], [0.00, 0.01, 0.00], [0.00, 0.00, 0.01], [0.01, 0.00, -0.01], [-0.03, 0.02, 0.01], [0.00, -0.01, 0.01], [-0.01, 0.00, -0.01], [0.06, 0.04, -0.04], [0.00, -0.02, -0.04], [-0.03, -0.01, -0.03], [-0.05, -0.06, 0.07], [-0.02, 0.01, -0.09], [0.08, 0.06, 0.11], [0.15, -0.09, 0.04], [-0.08, 0.08, 0.11], [0.12, 0.02, 0.07], [0.00, 0.00, 0.00], [0.00, 0.00, 0.00], [0.00, 0.00, 0.00], [0.00, 0.00, 0.00], [0.00, 0.00, 0.00], [0.00, 0.00, 0.00], [0.00, 0.00, 0.00], [-0.02, -0.01, 0.03], [-0.03, -0.02, 0.01], [0.02, 0.02, 0.01], [-0.05, -0.04, -0.04], [-0.07, 0.02, 0.00], [0.00, -0.01, -0.01], [-0.04, -0.02, -0.01], [0.01, 0.02, -0.02], [0.04, -0.03, 0.03], [-0.01, 0.05, 0.00], [-0.01, -0.01, 0.01], [0.01, -0.02, 0.00], [0.00, 0.01, -0.02], [-0.02, 0.00, -0.02], [0.01, 0.00, -0.01], [0.00, 0.00, 0.00], [0.00, 0.00, 0.00], [0.00, 0.00, 0.00], [-0.01, 0.01, 0.01], [0.00, -0.01, 0.01], [0.01, -0.01, 0.02], [0.00, 0.00, 0.00], [0.02, 0.01, -0.06], [0.00, 0.01, 0.00], [0.00, 0.00, 0.00], [0.00, -0.01, 0.00], [0.00, 0.01, -0.01], [-0.02, 0.01, 0.00], [0.00, 0.01, 0.00], [-0.02, -0.01, 0.00], [0.00, 0.00, 0.00], [0.05, 0.01, 0.02], [0.01, 0.01, 0.01], [0.00, 0.00, 0.00], [0.00, 0.00, 0.00], [0.00, 0.00, 0.01], [0.06, -0.04, 0.01], [0.01, 0.05, 0.01], [0.03, -0.04, -0.02], [-0.07, 0.01, -0.02], [-0.01, 0.03, 0.01], [-0.03, -0.01, 0.00], [0.01, 0.00, 0.00], [0.06, -0.03, 0.01], [-0.01, 0.00, -0.01], [0.00, -0.01, -0.02], [0.01, 0.02, 0.01], [-0.01, 0.00, 0.01], [-0.01, -0.03, 0.01], [-0.04, -0.04, 0.03], [-0.01, 0.02, -0.02], [0.02, 0.00, -0.01], [-0.01, -0.01, 0.01], [0.00, 0.01, 0.01], [-0.01, 0.05, -0.04], [-0.01, 0.02, 0.00], [0.01, 0.00, 0.00], [0.00, 0.00, -0.03], [0.03, 0.00, 0.00], [0.00, 0.00, 0.00], [0.00, 0.00, 0.03], [0.00, 0.00, 0.00], [0.00, 0.00, 0.00], [0.00, 0.00, 0.00], [0.00, 0.00, 0.01], [0.00, -0.01, 0.00], [0.00, 0.00, 0.00], [0.00, 0.00, 0.00], [0.00, 0.00, 0.00], [0.01, 0.01, 0.02]],
  "lowdin_charge": [0.93, -0.01, -0.30, 0.01, -0.01, -0.09, -0.46, -0.03, 1.63, -0.41, -0.08, -0.01, 0.01, -0.29, -0.01, -0.03, -0.44, -0.09, -0.01, -0.01, -0.29, -0.02, -0.02, 0.08, 0.05, 0.11, 0.13, 0.13, 0.11, 0.11, 0.13, 0.13, 0.11, 0.10, 0.03, 0.10, 0.13, 0.12, 0.08, 0.05, 0.09, -0.04, -0.26, -0.02, -0.04, -0.29, -0.05, -0.03, 0.64, -0.28, -0.30, -0.12, -0.19, -0.04, -0.56, -0.14, -0.08, 0.08, 0.08, 0.09, 0.12, 0.12, 0.11, 0.12, 0.12, 0.09, 0.11, 0.11, 0.10, -0.16, -0.58, -0.13, 1.49, -0.59, -0.14, -0.16, -0.58, -0.17, -0.14, 0.08, 0.05, 0.06, 0.07, 0.06, 0.05, 0.09, 0.05, 0.06, 0.06, 0.08, 0.05, 0.06, 0.08, 0.06, 0.06, 0.03, 0.08, 0.06, 0.08, 0.06, -0.06, -0.07, -0.13, -0.38, -0.08, -0.05, 1.36, -0.41, -0.10, -0.07, -0.06, -0.06, -0.13, -0.38, -0.11, -0.05, -0.06, -0.07, -0.13, 0.11, 0.11, 0.10, 0.10, 0.12, 0.10, 0.11, 0.11, 0.11, 0.11, 0.11, 0.12, 0.11, 0.11, 0.05],
  "homo_lumo_gap_ha": 0.233,
  "energy_ev": -177696.6611,
  "de_lowest_kj_mol": 75.97,
  "homo_energy_ev": -11.77,
  "total_charge": 2
}